Record 1
C8H14O4 in the gas phase, computed with the ωB97M-V functional and the def2-TZVPD basis.

Geometry as XYZ:
```
26
Properties=species:S:1:pos:R:3
C -0.2353 0.8995 -2.1858
C 1.0279 1.2021 -1.3873
C 1.9746 -0.0733 -1.2374
C 1.1182 -1.2746 -0.6267
C 1.0126 -1.3132 0.9441
C 0.1460 -0.2367 1.5241
C -1.3687 -0.5684 1.6289
C -2.3243 0.5250 1.8609
H -2.1621 0.7763 -1.8862
H 0.8091 1.7154 -0.4433
H 1.7054 1.8703 -1.9002
H 2.7649 0.1848 -0.5149
H 2.3718 -0.3185 -2.1972
H 1.4473 -2.3291 -0.9787
H 0.0864 -1.1392 -1.0248
H 2.0627 -1.1892 1.3131
H 0.5581 -2.2112 1.1282
H 0.2592 0.7507 1.1160
H 0.5077 -0.0791 2.6059
H -1.4162 -1.2789 2.5450
H -1.7114 -1.0550 0.6927
H -1.7272 1.3527 0.0791
O -1.3547 1.0884 -1.4099
O -0.1811 0.6758 -3.3631
O -2.4341 1.3957 0.8164
O -2.9367 0.6297 2.9010
```

Highest occupied orbital energy: -10.08 eV
Energy relative to the best compared isomer or geometry (same formula, charge and spin): 41.43 kcal/mol
Kohn-Sham gap: 10.5 eV
Energy: -16712.8093 eV
Spin multiplicity: 1



Record 2
C6H10 in the gas phase, computed with the ωB97M-V functional and the def2-TZVPD basis.

Geometry as XYZ:
```
16
Properties=species:S:1:pos:R:3
C 1.8556 1.0952 -0.7162
C 1.4338 0.9084 0.5763
C 0.3079 0.1546 1.1102
C -0.6805 0.1109 -0.0333
C -1.8381 -0.8784 0.0531
C -0.7901 -1.0365 -0.8936
H 2.8581 1.4699 -0.8488
H 1.3222 0.8546 -1.5715
H 2.0920 1.5414 1.2067
H -0.3170 0.5317 1.9297
H 0.6592 -0.8649 1.4537
H -1.1243 1.0680 -0.3299
H -1.9220 -1.4941 0.9855
H -2.8795 -0.6150 -0.3681
H -0.9463 -1.0502 -2.0251
H -0.0308 -1.7957 -0.5288
```

Highest occupied orbital energy: -9.14 eV
Energy relative to the best compared isomer or geometry (same formula, charge and spin): 57.54 kcal/mol
Kohn-Sham gap: 10.4 eV
Energy: -6381.3642 eV
Spin multiplicity: 1



Largest force on an atom: 4.1, 5.4 (eV Å⁻¹)